{"formula": "C5H10N2O", "method": "the ωB97M-V functional and the def2-TZVPD basis", "species": ["C", "C", "C", "N", "C", "C", "N", "O", "H", "H", "H", "H", "H", "H", "H", "H", "H", "H"], "coordinates": [[-0.349, 1.178, 0.602], [-2.009, -0.479, 0.666], [0.941, -1.328, 0.209], [-0.825, 0.055, 1.251], [0.535, 0.298, -0.609], [1.992, 0.755, -0.627], [-0.049, 0.004, -1.740], [2.549, 1.367, 0.238], [-0.687, 0.734, -2.049], [-1.080, 1.828, 0.105], [0.357, 1.748, 1.200], [2.487, 0.487, -1.580], [-1.812, -0.822, -0.375], [-2.792, 0.287, 0.561], [-2.393, -1.299, 1.273], [0.092, -1.995, 0.198], [1.685, -1.634, -0.522], [1.358, -1.187, 1.198]], "forces_ev_per_angstrom": [[0.844, -0.885, -1.110], [-0.219, 0.173, -0.006], [0.362, 1.816, -1.474], [-0.610, 0.362, 0.568], [0.436, -0.908, 3.894], [0.007, 0.697, -0.075], [-1.107, -0.520, -1.532], [-0.133, -0.217, -0.059], [0.062, 0.143, -0.051], [0.041, -0.154, -0.182], [0.170, -0.075, -0.091], [0.021, -0.173, 0.221], [0.103, -0.013, 0.123], [0.053, -0.036, 0.034], [0.050, -0.040, -0.176], [-0.184, 0.141, -0.132], [0.091, -0.429, 0.082], [0.012, 0.119, -0.034]], "nbo_charge": [-0.27, -0.49, -0.54, -0.24, 0.05, 0.43, -0.58, -0.51, 0.33, 0.18, 0.23, 0.14, 0.22, 0.20, 0.21, 0.22, 0.19, 0.22], "e_tot_ha": -381.07011, "homo_ev": [-8.805, -9.109], "homo_lumo_gap_ev": [7.6, 8.8], "de_lowest_ev": 5.859}